## a
C5H13IN2 | ωB97M-V/def2-TZVPD

Last column: natural (NBO) charge in e.
CARTESIAN COORDINATES (ANGSTROEM)
I (3.3246, 0.0256, 0.1260)  0.053
H (-1.8872, 1.8884, 1.3812)  0.202
N (-0.3026, 0.8957, -0.7097)  -0.261
C (0.4469, 2.1744, -0.6244)  -0.462
H (2.0901, -2.9281, 0.1462)  0.221
N (-0.9272, 0.4095, 0.3237)  -0.192
C (-1.1707, 1.0876, 1.6443)  -0.445
H (-2.2345, -1.0561, 0.6796)  0.182
H (-2.8151, -0.1640, -0.7527)  0.185
H (-1.3736, 0.2632, 2.2439)  0.215
H (-1.4143, -1.1675, -0.7702)  0.210
H (0.7907, 2.3113, 0.3471)  0.179
H (0.6765, -2.0445, 0.5141)  0.219
H (-0.1781, 1.5046, 1.8591)  0.211
H (1.9996, -1.3419, -1.9564)  0.156
H (0.6071, -2.8684, -0.7728)  0.219
H (-0.1714, 2.9605, -0.9335)  0.196
H (1.2593, 2.0351, -1.4285)  0.219
C (-1.9373, -0.5254, -0.1405)  -0.402
C (1.3531, -2.3140, -0.2166)  -0.724
C (1.8639, -1.1460, -0.9600)  -0.179

Summary:
- charge = 0
- Kohn-Sham gap (alpha / beta) (eV) = 6.90 / 8.41
- lowest unoccupied orbital energy (alpha / beta) (eV) = 0.3443 / 0.5905



## b
C5H13IN2 | ωB97M-V/def2-TZVPD

Last column: natural (NBO) charge in e.
CARTESIAN COORDINATES (ANGSTROEM)
H (-2.5611, 0.1953, 0.4086)  0.210
H (-0.6350, 0.7473, -2.0265)  0.191
H (-1.4152, 1.5818, -0.5474)  0.225
H (-0.0936, -1.4520, -1.6330)  0.213
C (-0.9383, 0.1603, 1.5913)  -0.287
N (0.2802, 0.8471, -0.0650)  -0.150
C (-0.5677, 1.3833, -1.1373)  -0.466
H (2.9531, -0.3128, -0.4022)  0.205
H (-1.7701, -1.3774, 0.4625)  0.215
C (2.2393, -0.2921, 0.3716)  -0.420
H (1.2707, -0.6239, -2.4709)  0.203
C (-2.1217, -0.5223, 1.1100)  -0.707
H (1.4315, -2.0800, -1.2880)  0.222
H (-0.2995, -0.3679, 2.2961)  0.183
I (-1.3821, 2.1367, 2.3362)  0.016
H (2.2759, 0.5990, 1.0991)  0.231
N (1.0619, -0.0919, -0.4118)  -0.246
C (0.9207, -1.0484, -1.5105)  -0.476
H (2.2257, -1.1285, 1.1178)  0.191
H (-2.8096, -0.7122, 1.9812)  0.223
H (-0.0650, 2.3586, -1.2819)  0.225

Summary:
- charge = 0
- Kohn-Sham gap (alpha / beta) (eV) = 7.36 / 7.37
- lowest unoccupied orbital energy (alpha / beta) (eV) = 0.7219 / 0.7215



Most stable: b



## a
C5H11N | ωB97M-V/def2-TZVPD

Last column: Löwdin spin population.
CARTESIAN COORDINATES (ANGSTROEM)
H (2.5134, 1.5882, -0.7276)  0.000
H (-3.3536, -2.0784, 0.2893)  0.010
C (2.3797, 0.5149, -0.5763)  0.001
H (1.4990, -0.6503, 1.0690)  0.000
H (3.3342, 0.0164, -0.4476)  0.000
C (1.5130, 0.3699, 0.6850)  0.013
H (-0.4392, 1.0289, 1.3646)  0.004
C (-2.0660, -0.4849, 0.1167)  0.186
H (-2.4303, 0.1036, 0.9564)  0.006
H (-0.2351, -0.7332, -1.0889)  0.011
N (-2.9094, -1.4117, -0.3312)  0.312
C (-0.7468, -0.2729, -0.2478)  0.352
H (1.9243, 1.0261, 1.4419)  0.001
C (0.0573, 0.7768, 0.4121)  0.067
H (-2.8591, -1.7005, -1.3023)  0.005
H (1.8500, 0.1814, -1.4746)  0.000
H (-0.0316, 1.7258, -0.1390)  0.032

Summary:
- charge = +1
- Kohn-Sham gap (alpha / beta) (eV) = 10.95 / 8.01
- multiplicity = 2
- lowest unoccupied orbital energy (alpha / beta) (eV) = -3.9720 / -7.5544



## b
C5H11N | ωB97M-V/def2-TZVPD

Last column: Löwdin spin population.
CARTESIAN COORDINATES (ANGSTROEM)
H (-0.3517, 0.9306, -1.4962)  0.005
H (1.1713, 0.1717, 1.2665)  0.007
C (1.8047, -0.5896, -1.2717)  0.005
H (0.0169, 2.1963, -0.3490)  0.018
N (-0.6739, 1.4066, -0.5970)  0.055
C (0.9124, -1.1840, -0.3204)  0.040
H (-3.0203, 1.1619, 1.2320)  0.014
H (0.1749, -1.0306, 1.7277)  0.000
H (2.9180, -0.7258, -1.0017)  0.001
C (-0.8614, 0.4472, 0.4323)  0.302
H (1.9150, -1.0629, -2.2351)  0.001
H (1.4520, -2.1152, 0.0873)  0.007
H (-2.2083, -0.5697, 1.6813)  0.019
H (-0.0266, -1.5783, -0.7296)  0.000
H (1.5828, 0.4927, -1.3700)  0.002
C (-2.0443, 0.4153, 1.1524)  0.483
C (0.3708, -0.3751, 0.9017)  0.041

Summary:
- charge = +1
- Kohn-Sham gap (alpha / beta) (eV) = 9.78 / 6.12
- multiplicity = 2
- lowest unoccupied orbital energy (alpha / beta) (eV) = -5.0957 / -8.6573



Most stable: a



## a
C5H11BO | ωB97M-V/def2-TZVPD

Last column: natural (NBO) charge in e.
CARTESIAN COORDINATES (ANGSTROEM)
B (1.6591, 0.3759, 0.9871)  0.819
H (1.3130, 0.3946, -1.1713)  0.241
H (-0.9749, -2.8126, 0.8625)  0.216
C (-1.3144, -0.0117, -0.2380)  -0.298
C (-0.5566, -2.3848, -0.0087)  -0.643
H (-1.2241, -2.6047, -0.8883)  0.215
O (0.4826, -0.4925, 1.2735)  -0.698
C (-0.4551, -0.8110, 0.3370)  0.342
H (-2.3846, 1.9551, -0.4976)  0.224
H (-1.3814, 1.7039, 0.9994)  0.222
H (0.4538, -2.7892, -0.1924)  0.211
C (1.8738, 0.9503, -0.4864)  -1.034
H (-1.8989, -0.4724, -1.0207)  0.209
H (-0.6537, 1.9941, -0.5983)  0.207
H (2.9215, 1.0986, -0.8943)  0.250
C (-1.4543, 1.4401, -0.0591)  -0.652
H (2.3307, 0.5598, 2.0530)  -0.081
H (1.2634, 1.9065, -0.4575)  0.251

Summary:
- charge = 0
- Kohn-Sham gap (eV) = 9.71
- lowest unoccupied orbital energy (eV) = 0.7893



## b
C5H11BO | ωB97M-V/def2-TZVPD

Last column: natural (NBO) charge in e.
CARTESIAN COORDINATES (ANGSTROEM)
C (-0.2990, 0.1013, -1.1356)  0.591
H (0.9165, 0.2304, 1.8019)  0.261
H (0.6852, -1.2994, 2.6716)  0.226
H (-1.1051, -1.7123, -0.7352)  0.236
H (2.0924, 2.2080, -2.5067)  0.199
O (-0.4596, 0.4659, 0.0150)  -0.559
H (-1.6940, -1.4331, -2.3961)  0.250
H (0.1821, -1.9307, -1.8634)  0.237
H (0.6116, 0.2732, -3.0970)  0.206
C (1.3558, 1.8707, -1.8136)  -0.280
H (1.2265, 2.3227, -0.9064)  0.207
B (-1.1894, -0.1181, 2.5160)  0.491
H (0.9376, 0.2908, 3.4720)  0.213
C (0.3891, -0.3090, 2.6402)  -1.012
C (-0.7692, -1.3453, -1.6849)  -0.758
H (-1.8122, -0.9996, 1.8842)  -0.094
H (-1.6303, 0.5563, 3.3385)  -0.102
C (0.5620, 0.8281, -2.2006)  -0.314

Summary:
- charge = 0
- Kohn-Sham gap (eV) = 9.96
- lowest unoccupied orbital energy (eV) = 0.0592



Most stable: a



## a
C2H4Cl4 | ωB97M-V/def2-TZVPD

Last column: natural (NBO) charge in e.
CARTESIAN COORDINATES (ANGSTROEM)
H (2.2113, -0.5764, 2.8573)  0.224
C (-1.2614, 0.1580, -2.1165)  -0.400
Cl (-2.6079, 0.2415, -3.2903)  -0.038
Cl (0.1753, 0.7340, -2.9269)  -0.008
H (-1.2017, -0.8842, -1.8032)  0.221
H (-1.4540, 0.7572, -1.2266)  0.224
C (1.4075, -0.2493, 2.1977)  -0.405
Cl (-0.0310, -1.0664, 2.8305)  -0.037
Cl (1.1730, 1.4825, 2.2974)  -0.006
H (1.5889, -0.5969, 1.1807)  0.224

Summary:
- charge = 0
- Kohn-Sham gap (eV) = 11.58
- lowest unoccupied orbital energy (eV) = 0.5824



## b
C2H4Cl4 | ωB97M-V/def2-TZVPD

Last column: natural (NBO) charge in e.
CARTESIAN COORDINATES (ANGSTROEM)
Cl (4.1536, -0.4979, -0.2351)  -0.015
C (2.4735, -0.7646, 0.2426)  -0.385
Cl (-0.8609, 0.7286, -0.3932)  -0.027
C (-2.6170, 0.5336, -0.2898)  -0.384
H (1.8091, -0.5652, -0.5889)  0.222
H (-2.9627, -0.1663, -1.0412)  0.220
H (2.3155, -1.7751, 0.5996)  0.220
Cl (2.0347, 0.2821, 1.6338)  -0.042
Cl (-3.4799, 2.0680, -0.6222)  -0.033
H (-2.8659, 0.1568, 0.6944)  0.222

Summary:
- charge = 0
- Kohn-Sham gap (eV) = 11.71
- lowest unoccupied orbital energy (eV) = 0.7776



Most stable: b



## a
C6H12NS | ωB97M-V/def2-TZVPD

Last column: natural (NBO) charge in e.
CARTESIAN COORDINATES (ANGSTROEM)
H (-3.2597, -2.1498, -1.5244)  0.273
H (0.7878, 1.8835, -0.7216)  0.201
H (3.2121, -0.4892, -1.1702)  0.193
C (-0.2279, 0.3635, 1.5133)  -0.217
C (-3.0526, -1.0945, -1.1772)  -0.290
H (2.7605, -1.9451, -0.2107)  0.200
H (1.9824, 1.1037, -1.8783)  0.253
H (2.4298, 1.7749, -0.3725)  0.243
C (1.6063, 1.2685, -0.8168)  -0.669
H (-0.4866, -0.2467, 2.4399)  0.216
H (0.6838, -1.5092, 1.0349)  0.411
C (2.5971, -0.9625, -0.5330)  -0.505
C (1.5631, -0.1045, -0.1144)  0.198
H (-2.3859, 1.2054, 1.4160)  0.280
C (-1.6496, 0.5310, 0.8210)  -0.608
N (0.6257, -0.5316, 0.7644)  -0.640
S (-2.4936, -0.9993, 0.4393)  0.694
H (-3.5367, -0.2862, -1.7033)  0.254
H (-1.4102, 0.9608, -0.1523)  0.256
H (0.2541, 1.2273, 1.9457)  0.258

Summary:
- charge = +1
- Kohn-Sham gap (eV) = 3.61
- lowest unoccupied orbital energy (eV) = -7.1401



## b
C6H12NS | ωB97M-V/def2-TZVPD

Last column: natural (NBO) charge in e.
CARTESIAN COORDINATES (ANGSTROEM)
H (0.4988, 1.9346, 1.6976)  0.266
C (1.7336, -0.6515, 0.4795)  -0.204
H (2.2358, -2.2226, -0.8105)  0.237
C (0.6898, 0.2088, 0.4250)  0.002
C (1.5800, -2.1172, 0.0597)  -0.623
H (-1.9883, -2.5972, -0.2046)  0.158
H (-2.7138, 1.2177, -0.9178)  0.257
H (-1.4116, 2.8230, 0.4171)  0.451
C (-1.3487, -0.3252, -0.7193)  -0.357
N (-1.1932, 1.8263, 0.4320)  -0.511
C (0.2777, 1.6366, 0.6170)  -0.335
H (0.7256, 2.2349, -0.3066)  0.249
H (1.8816, -2.8148, 0.9134)  0.243
H (0.5765, -2.3082, -0.1402)  0.206
C (-1.6088, 1.0953, -0.7708)  -0.336
H (-1.1905, 1.5740, -1.6863)  0.263
S (-2.0350, -1.4603, 0.4294)  0.062
H (2.7788, -0.3164, 0.7794)  0.240
H (-1.7509, 1.4459, 1.3515)  0.455
H (-0.8913, -0.8873, -1.5653)  0.277

Summary:
- charge = +1
- Kohn-Sham gap (alpha / beta) (eV) = 7.81 / 7.81
- lowest unoccupied orbital energy (alpha / beta) (eV) = -3.8788 / -3.8782



Most stable: a



## a
C7H13N3O | ωB97M-V/def2-TZVPD

Last column: natural (NBO) charge in e.
CARTESIAN COORDINATES (ANGSTROEM)
H (-3.1457, -2.8247, -2.1720)  0.419
C (-0.6844, -1.9316, 1.5753)  -0.634
H (-1.1923, -1.2909, -2.8516)  0.198
H (2.5922, 1.6022, 2.2359)  0.214
H (0.3405, -2.2892, 1.6580)  0.225
H (-2.7338, -3.5961, 0.3463)  0.223
C (-1.5279, -1.5365, -1.8558)  0.159
H (-0.7605, -0.9055, 1.9095)  0.223
H (0.9236, 2.2615, -2.5173)  0.388
C (1.3518, 2.6105, 0.7773)  -0.502
C (2.0572, 1.3560, 1.3174)  -0.612
C (-1.2752, -2.0297, 0.2095)  0.094
N (-2.3361, -2.6032, -1.6066)  -0.524
H (0.2710, 2.4942, 0.8836)  0.212
H (-1.2988, -2.4838, 2.2923)  0.214
H (0.2649, 1.3000, -1.3415)  0.409
H (2.8663, 1.0444, 0.6561)  0.212
O (2.1697, 3.8483, -1.1007)  -0.611
C (1.5355, 2.8871, -0.7076)  0.675
N (-0.8502, -1.1871, -0.7973)  -0.475
C (-2.1858, -2.9127, -0.2809)  -0.115
H (1.5104, 3.4781, 1.4037)  0.230
H (1.3981, 0.5181, 1.4995)  0.212
N (0.7095, 2.1905, -1.5331)  -0.834

Summary:
- charge = 0
- Kohn-Sham gap (eV) = 9.73
- lowest unoccupied orbital energy (eV) = 0.6671



## b
C7H13N3O | ωB97M-V/def2-TZVPD

Last column: natural (NBO) charge in e.
CARTESIAN COORDINATES (ANGSTROEM)
C (-1.6011, 1.0296, -0.7560)  -0.685
H (-0.7652, -1.4864, -0.8561)  0.194
C (-2.5946, 0.3410, 0.1524)  0.333
H (-2.3248, -1.6571, -1.7121)  0.168
H (-1.8730, -2.7999, -0.4235)  0.196
N (1.4226, -1.6423, 0.0737)  -0.072
O (-2.4345, -1.0218, 0.2883)  -0.522
C (-1.8172, -1.7507, -0.7451)  -0.263
C (2.7271, 0.0845, 0.0860)  0.072
C (3.7337, 1.0182, -0.5008)  -0.638
H (3.8142, 0.8556, -1.5937)  0.240
H (3.4684, 2.0622, -0.2954)  0.219
N (2.2280, -0.9039, -0.6738)  -0.257
H (0.8575, -1.4383, 2.0050)  0.414
C (-3.5639, 0.9410, 0.8419)  -0.516
H (-3.5268, 2.0158, 0.9843)  0.202
N (1.4124, -1.0682, 1.2633)  -0.309
H (-1.8537, 0.8397, -1.8149)  0.227
H (-4.3838, 0.3679, 1.2728)  0.213
C (2.2122, 0.0196, 1.3449)  -0.116
H (4.7154, 0.8529, -0.0369)  0.222
H (-1.5891, 2.1094, -0.5595)  0.228
H (-0.5937, 0.6590, -0.6066)  0.218
H (2.3298, 0.5722, 2.2618)  0.231

Summary:
- charge = 0
- Kohn-Sham gap (eV) = 9.23
- lowest unoccupied orbital energy (eV) = 0.7326



Most stable: a